# 1
One molecule with the formula C5H10O. Source: OMol25; level of theory: ωB97M-V/def2-TZVPD.

Properties
E in Eh: -271.74736
LUMO in eV: 1.004
SMILES: OC1CCCC1
Max |F| in eV Å⁻¹: 0.37

Geometry as XYZ:
```
16
Properties=species:S:1:pos:R:3:forces:R:3
H -1.948 -0.744 -1.077 0.1 -0.2 0.0
C -0.782 1.001 -0.537 0.0 0.0 0.2
H -0.973 1.726 -1.330 0.1 0.1 0.1
H 1.864 -0.600 0.811 -0.2 0.0 0.0
C 0.022 -1.296 -0.175 0.1 0.0 0.0
H 1.395 1.207 -0.695 -0.2 -0.1 0.1
C 0.626 1.063 0.076 0.0 0.0 0.0
H -0.551 -0.479 -2.109 -0.1 0.0 0.1
H -0.521 -1.995 0.469 0.0 0.1 -0.1
H 0.717 -1.889 -0.781 -0.1 0.1 0.1
H 0.695 0.210 2.601 -0.1 -0.1 -0.1
C 0.802 -0.321 0.729 0.1 0.0 -0.4
H 0.747 1.866 0.815 0.0 -0.1 -0.2
C -0.902 -0.432 -1.071 0.1 0.0 0.0
H -1.518 1.168 0.257 0.1 0.0 -0.1
O 0.198 -0.375 2.017 0.1 0.2 0.2
```
Positions in Å, forces in eV/Å.

Atomic partial charges in e from the natural (NBO) method, atoms 1 to 6: H 0.21; C -0.41; H 0.21; H 0.16; C -0.43; H 0.20

=====

# 2
A 8-piece molecular cluster, C60H136F12N4O7P4S2 overall at a distorted geometry. Source: OMol25; level of theory: ωB97M-V/def2-TZVPD.

Properties
E in Eh: -6471.79521
LUMO (alpha / beta) in eV: -10.305 / -15.856
Expectation value of S²: 0.7643
Max |F| in eV Å⁻¹: 7.93
Spin multiplicity: 2
Charge: +5

Geometry as XYZ:
```
225
Properties=species:S:1:pos:R:3:forces:R:3
F -0.398 3.028 -2.043 -0.8 -0.1 0.1
C -6.061 -2.103 2.925 -0.1 0.1 0.4
H -8.397 -5.457 6.218 0.2 0.5 0.0
C -1.937 0.535 3.958 -0.7 -1.2 -1.6
H -5.309 -4.616 5.450 -0.5 0.0 0.6
H -0.225 7.969 5.229 0.0 -0.2 0.3
F 0.807 1.460 -1.274 -0.7 -0.3 0.7
H 7.312 5.626 0.387 0.3 0.1 0.3
C 3.865 2.583 -2.258 -0.8 0.4 0.0
H 0.007 -7.527 2.372 -0.7 -0.3 0.2
C 4.356 -3.017 6.085 1.2 -0.2 1.1
P -4.916 -3.502 2.715 -1.0 -0.3 -0.7
C 4.260 -4.401 0.068 -0.2 2.5 0.2
C 7.058 4.566 0.395 0.4 0.2 -0.3
H 6.178 -3.400 -0.381 -0.4 0.2 0.2
H 5.295 3.470 0.830 -0.4 -0.1 0.0
H -0.035 7.436 -2.714 -0.1 0.4 0.1
F -6.543 0.103 -1.996 1.7 -0.7 1.2
H 1.487 -6.124 0.195 0.3 -0.2 -0.1
H 6.192 7.833 0.117 0.0 0.2 0.4
H -5.993 -7.077 5.114 0.1 -0.1 0.7
C 0.725 -2.900 0.299 0.9 0.6 0.9
C 1.105 -3.129 1.821 -1.1 0.7 -0.9
H 0.077 -2.901 -7.816 -0.2 -0.2 0.4
H 4.406 7.052 -2.121 0.0 0.4 -0.1
H 4.837 -3.683 4.112 0.1 -0.6 0.4
P 2.441 -4.191 2.373 2.0 -0.2 1.9
H -2.024 1.297 4.733 0.1 -0.5 0.3
C 9.295 4.221 1.686 0.2 0.0 0.0
H 5.502 3.856 -2.676 0.4 0.4 0.5
C 4.051 -3.122 4.619 -0.6 -0.8 -2.2
C 2.675 -3.730 4.173 0.2 -0.3 0.9
H -0.477 -1.236 -5.230 -0.2 0.5 -0.2
H 3.805 0.688 -3.491 0.4 -0.3 1.3
O -5.472 2.055 -0.335 2.5 -1.1 -1.4
S -4.488 1.007 -0.599 -4.3 -0.6 5.0
H 4.412 -2.894 1.712 -0.1 0.1 -0.2
C 5.175 -4.252 6.720 -0.8 1.9 -0.5
C 7.865 3.760 1.459 0.4 -0.6 -0.3
H -2.918 -4.956 1.178 0.5 0.0 0.0
F -1.020 2.244 -7.435 0.0 -0.3 0.5
H 4.855 -4.500 2.170 -0.4 -0.2 0.3
C 2.630 5.283 -0.343 0.6 -0.1 0.0
C -2.941 -2.240 -5.162 -1.3 -0.5 -2.6
C -0.452 4.734 4.066 -0.9 -3.5 2.3
H -4.202 -2.722 0.607 0.3 -0.3 -0.4
H 3.182 1.863 -4.298 -0.3 1.3 0.2
F -0.383 1.080 -3.022 -0.7 0.4 1.1
C -4.988 3.619 -3.685 0.0 0.3 -1.4
C 0.301 -2.103 -7.108 -1.1 1.8 -0.1
C 5.084 6.779 -1.313 -1.1 -1.5 0.0
H 0.166 0.055 -7.511 0.6 0.5 0.4
C 5.633 9.957 -1.570 -0.4 -0.4 -1.1
H -2.875 3.126 -4.247 -0.3 0.2 -1.7
H -5.081 4.550 -4.245 -0.1 -0.1 0.0
H 3.846 -3.564 -0.494 -0.4 0.3 -0.1
C -0.216 4.064 2.652 -0.7 0.5 2.1
H -3.767 -2.562 -5.795 -0.8 -0.5 1.0
H 6.293 -6.389 0.317 0.2 -0.1 -0.6
F -3.991 2.245 -6.045 0.0 -1.4 0.1
H -5.606 3.686 -2.789 0.9 0.0 0.5
H 0.582 -2.228 -2.137 -0.6 0.5 0.0
C -0.657 -2.087 -5.887 0.6 -1.9 -0.4
S -1.927 1.091 -0.691 7.5 -1.6 1.9
H 0.248 -3.417 2.429 -0.2 -0.6 -0.1
H 1.853 -3.147 4.589 -0.2 0.8 -0.7
H 9.783 3.507 2.350 -0.1 0.1 0.3
H 2.196 7.043 -1.503 0.3 -0.1 -0.3
H 0.291 6.388 6.041 -0.1 0.6 0.4
H 0.993 -0.788 0.138 0.2 0.2 0.1
H -0.354 -2.969 -5.323 0.1 -0.2 0.4
C 4.125 -3.938 1.587 -0.8 -0.9 -1.1
F -2.543 3.796 -6.453 1.3 -0.1 1.1
H -1.062 4.327 2.017 0.0 0.1 -0.1
P -2.537 2.193 -6.770 0.1 2.6 -3.9
H 5.616 -3.945 7.669 -0.3 0.1 0.1
C -2.904 4.765 -2.944 1.1 1.5 0.1
H 9.958 4.218 0.820 -0.3 0.5 -0.2
H -1.695 -2.207 2.621 -0.2 -0.2 -0.2
H 4.045 4.581 -3.112 -0.3 0.1 -0.1
C 1.846 6.012 -1.452 -0.8 -0.2 1.7
C 1.494 -1.673 -0.254 0.0 -1.1 -0.2
C -5.631 -5.016 3.403 0.5 0.0 -1.0
H -6.963 -4.229 4.721 0.1 0.4 0.9
H 2.031 5.478 -2.384 -0.4 0.3 -0.2
H -2.766 -4.129 3.443 0.0 -0.3 -0.4
C 0.313 6.137 -1.070 0.8 -0.7 -1.2
N -3.467 3.433 -3.489 -0.9 1.6 1.4
H 7.376 4.219 -0.588 0.0 -0.2 -0.1
H -6.472 -5.308 2.775 0.1 -0.1 -0.3
C 5.723 -4.390 -0.433 0.3 -1.7 0.6
H -0.277 5.360 -1.556 0.2 -0.4 0.2
H 2.450 -4.598 4.793 0.5 -0.8 -0.4
H 4.665 9.773 0.236 -0.4 0.1 0.3
N -3.107 1.626 -1.433 -3.3 -0.2 -0.2
F -4.843 -1.357 -1.694 -0.7 0.7 0.3
H 5.126 10.804 -2.033 -0.2 -0.2 -0.1
H -7.429 -0.592 0.826 -0.7 0.3 -0.1
H -4.241 -5.962 0.893 -1.0 0.5 0.5
H 0.919 -3.799 -0.286 0.0 0.1 0.0
C 4.482 3.983 -2.313 0.4 0.3 -0.5
H 2.227 -2.345 -2.210 0.5 0.2 0.3
F -4.756 0.235 -3.158 0.3 0.1 1.4
H -4.286 5.549 -1.459 -0.1 -0.7 0.4
H 0.249 -5.570 1.255 -0.3 0.0 0.0
C -3.376 -3.243 3.619 1.1 -0.3 0.1
H 1.630 -6.393 3.248 -0.1 0.7 0.3
H 4.255 2.129 -1.347 0.3 -0.7 -0.3
C 1.788 -2.034 -6.824 0.2 -0.3 0.0
H 0.667 6.455 3.705 0.5 0.0 -0.4
C -0.366 1.717 -1.840 0.1 -0.6 -0.8
H 2.109 -1.220 -6.174 -0.3 0.2 -0.1
H 5.933 9.258 -2.350 0.5 0.4 -0.4
C -7.451 -1.681 0.838 -0.4 0.0 0.1
C 0.405 -7.664 1.367 0.2 0.2 1.5
H -0.942 6.610 3.482 -0.2 0.3 -0.7
C -5.216 -0.107 -1.914 -0.9 0.0 -3.1
C -6.779 -6.323 5.168 0.4 0.6 -0.1
H -6.168 -2.041 4.008 0.2 0.4 0.2
H 7.655 -5.233 -0.085 0.0 -0.4 0.4
C -2.577 -1.972 3.217 -1.0 0.6 -0.1
C 1.062 -6.293 1.184 0.5 -0.2 0.2
H -1.159 -0.739 -7.718 -1.1 -0.1 -0.3
H -5.657 -1.191 2.486 0.8 0.1 0.6
H 5.763 -4.677 -1.483 -0.3 0.1 -0.1
H 2.338 -1.980 -7.763 0.0 0.2 0.0
C -2.164 -1.015 4.346 0.5 1.8 -0.4
H 1.296 -2.170 2.303 0.5 0.3 -0.2
N -0.237 6.232 4.099 -0.3 -0.6 -0.8
P 4.397 5.079 -0.829 2.2 0.4 0.1
O -2.185 5.474 -3.585 -0.8 -1.7 -0.3
H 6.235 2.070 -3.949 -0.1 -0.6 1.0
O -0.827 4.129 5.086 1.6 3.1 -4.2
H -8.060 -2.970 2.529 0.2 -0.3 -0.2
H -0.233 -7.967 -0.636 0.0 -0.1 -0.1
H 2.818 2.762 -2.016 -0.3 -0.4 -0.2
H -1.284 -8.785 0.525 0.2 0.0 0.1
C 1.464 -1.696 -1.781 0.2 -0.5 -0.2
F -2.662 0.628 -7.137 -0.2 -0.2 0.4
H 3.659 9.071 -0.974 0.0 0.3 -0.6
H 4.953 -2.105 6.127 0.5 -0.2 0.3
H -3.309 2.711 -2.800 -0.2 0.0 0.4
H 4.548 7.588 0.694 -0.1 -0.4 0.0
C -6.134 -4.931 4.811 -1.2 -0.9 -0.6
H 6.040 -4.463 6.090 -0.3 -0.4 -0.2
H 4.509 -5.091 6.922 0.3 -0.2 -0.3
C -7.452 -2.092 2.310 -1.0 0.0 -0.3
F -1.795 1.820 -5.412 -0.1 -0.1 2.0
H 0.023 -0.794 -8.871 0.1 -0.3 -0.5
H -9.637 -2.197 0.259 0.3 0.0 0.9
H -2.896 4.439 -0.819 -1.0 -0.5 0.2
C -8.589 -2.362 0.011 1.5 0.9 -0.2
C -4.605 -3.687 0.915 -0.7 -1.7 0.7
H -6.441 -1.848 0.463 -0.1 -0.8 -0.7
H -2.762 -2.946 -4.351 0.4 0.0 -0.2
H 5.372 5.124 1.440 -0.7 0.0 0.0
H -2.592 0.825 3.136 -1.0 0.0 0.3
O -1.735 1.734 0.622 -0.4 -0.9 -1.8
H 2.153 -2.947 -6.354 -0.3 -0.1 0.0
C 3.999 1.757 -3.584 -0.3 -1.0 0.4
C -3.266 5.174 -1.533 0.6 0.1 0.0
H -1.428 6.663 5.659 0.1 0.4 0.5
C 4.702 9.172 -0.673 0.0 1.4 1.9
C 5.145 7.825 -0.186 0.7 -0.8 -0.5
C -0.403 6.905 5.378 -0.3 -0.5 1.1
H -3.305 -1.268 -4.830 1.0 0.5 0.1
H 5.417 1.103 -5.119 -0.3 0.1 0.0
C 5.533 4.500 0.561 -0.4 -0.4 0.1
H -8.041 -1.279 2.735 0.2 -0.1 0.9
C 2.053 -5.965 2.339 -0.4 -0.4 -1.3
H -8.541 -1.947 -0.996 0.2 -0.5 -0.3
C 5.255 1.903 -4.397 1.0 1.4 -0.6
H -1.621 -4.044 -1.120 -0.1 -0.2 0.3
H -8.238 -7.032 6.704 0.5 -0.5 -0.2
C -2.633 -4.116 -1.520 -0.9 -0.1 -0.2
H 5.186 2.864 -4.907 -0.2 -0.1 -0.7
H 1.004 -8.559 1.535 0.8 0.3 -0.6
H 2.147 4.339 -0.093 0.3 -0.4 -0.3
N -0.166 -0.825 -7.880 0.3 -0.4 0.4
H -4.479 -5.355 -1.343 -0.3 1.0 -0.6
H 1.566 -0.712 -2.239 -0.1 -0.1 0.0
C 6.654 -5.361 0.327 -0.8 0.5 0.1
H -7.076 -5.883 7.315 0.1 0.1 -0.1
H -4.854 -5.779 3.347 0.1 -0.2 -0.3
H -0.297 3.011 2.919 0.2 0.0 -0.4
H 6.057 6.635 -1.783 0.0 -0.3 0.1
H -3.295 -1.480 2.561 0.4 0.7 -0.3
H -2.541 -4.366 -2.577 0.0 0.4 -0.1
H -2.623 6.014 -1.271 -0.1 0.2 -0.6
H 4.180 -2.210 4.036 -0.3 0.7 0.6
H -0.305 -2.577 0.147 -0.3 -0.7 0.5
H 3.521 -2.724 6.721 -0.4 -0.4 -0.2
H 0.721 4.320 2.156 0.0 0.1 0.3
H 7.928 2.715 1.156 -0.3 -0.1 -0.3
H 0.443 8.188 -1.116 0.1 0.5 -0.6
H 2.996 -6.498 2.217 0.2 0.1 -0.2
H -1.317 -7.030 0.370 -0.3 0.0 -0.2
H -1.172 7.676 -1.332 -0.2 -0.1 -0.4
H -1.026 0.669 3.374 0.8 -0.2 0.6
H 7.533 3.688 2.495 -1.2 0.5 -0.2
F -3.060 2.621 -8.219 -0.9 -1.0 0.3
C -3.843 -4.990 0.602 2.4 -0.2 -0.2
O -4.217 0.147 0.611 0.3 2.1 -3.9
H 2.663 5.806 0.613 -0.1 0.5 0.0
H 6.495 10.422 -1.092 0.0 -0.6 0.3
H 6.617 -5.137 1.393 0.6 0.3 0.1
H -5.437 2.842 -4.304 0.6 -0.1 0.0
O -1.798 -0.387 -0.736 -0.5 2.2 0.1
H -8.311 -3.415 0.060 -0.6 -0.2 -0.5
H -1.151 -1.297 4.633 -0.4 -0.5 0.9
H 0.107 6.117 0.000 0.4 -0.2 0.2
H -3.556 -3.396 4.683 -0.3 0.6 0.2
H 9.227 5.184 2.192 0.6 0.1 -0.2
C -7.612 -6.188 6.416 -0.7 0.0 0.8
H -7.472 -6.681 4.408 0.0 0.5 -0.5
C -0.152 7.434 -1.631 -0.3 0.9 0.6
H -5.555 -3.896 0.424 -0.5 0.8 0.2
H -3.150 -3.167 -1.375 0.3 0.3 -0.4
H -2.914 -1.046 5.137 0.4 -0.2 0.3
H 2.509 -1.720 0.142 0.2 0.4 -0.1
H 3.578 -5.192 -0.243 0.7 -0.7 0.4
C -3.505 -5.183 -0.885 -0.4 -0.5 -0.1
O -2.015 -2.283 -6.289 1.6 1.2 1.5
C -0.664 -7.903 0.363 -0.6 0.2 -0.7
H -3.118 -6.156 -1.189 0.6 -0.3 1.0
```
Positions in Å, forces in eV/Å.

Atomic partial charges in e from the Mulliken method, atoms 1 to 6: F -0.14; C -0.95; H 0.35; C -0.99; H 0.29; H 0.36